1.
# C22H27GeN6OSV

C22H27GeN6OSV as an isolated structure (wB97M-V/def2-TZVPD, the Open Molecules 2025 dataset).

Last column: Löwdin charge in e.
Element x y z (Å)
N: -0.62 -1.21 1.56  -0.130
C: -0.64 1.34 1.06  -0.274
H: 3.77 1.78 -3.31  0.132
H: -0.31 5.37 0.18  0.044
H: -1.76 3.68 2.77  0.036
C: 2.18 0.92 -2.14  -0.267
C: 3.55 -1.44 -2.30  -0.009
H: -2.55 0.52 -1.12  0.122
H: 2.94 -0.41 3.77  0.106
H: -0.39 3.08 3.71  0.033
H: -2.38 3.77 -3.90  0.134
C: 3.41 0.89 -2.82  0.034
V: 0.12 -0.14 -0.10  0.771
H: 1.92 -2.16 -1.11  0.116
H: -5.06 -4.26 -0.55  0.122
C: -3.66 -3.33 -1.88  -0.020
N: 1.95 -0.60 3.84  0.128
C: -0.54 3.04 -3.13  0.008
C: -0.32 4.36 -0.22  -0.193
C: -2.01 1.25 -1.70  -0.097
C: 1.19 -0.75 2.75  -0.745
H: -2.11 -2.32 -3.00  0.132
H: -3.74 2.11 -2.59  0.128
C: -2.40 -2.40 0.41  -0.129
C: 2.13 3.12 1.44  -0.217
H: -3.93 -3.45 1.50  0.130
C: -0.68 3.71 2.88  -0.193
C: -1.93 -2.10 -0.87  -0.255
C: 2.38 -1.32 -1.61  -0.146
H: -0.39 4.74 3.12  0.038
N: -0.66 1.24 -1.56  0.023
N: 1.71 -0.14 -1.48  -0.051
N: -0.05 -1.10 2.83  0.026
H: 2.65 2.71 0.58  0.001
Ge: 0.20 3.17 1.23  0.796
C: -1.90 3.06 -3.24  -0.005
H: 0.38 4.33 -1.05  0.006
H: 4.04 -2.40 -2.36  0.129
H: -1.94 -2.39 2.54  0.158
C: -1.66 -1.99 1.57  0.011
H: 0.08 3.72 -3.69  0.136
H: -1.33 4.16 -0.58  0.029
C: 0.05 2.10 -2.27  -0.299
H: -1.68 1.50 0.75  0.041
H: -0.64 0.95 2.07  0.010
O: -0.80 -1.34 -0.93  -0.183
C: -4.17 -3.65 -0.62  -0.033
S: 1.95 -0.43 1.20  0.883
C: -3.55 -3.19 0.52  0.012
C: 4.10 -0.29 -2.89  0.005
H: 5.04 -0.34 -3.42  0.134
H: 2.43 2.57 2.32  0.018
H: -4.16 -3.71 -2.77  0.125
H: 1.57 -0.85 4.74  0.129
H: 2.46 4.16 1.56  0.038
N: 1.44 2.08 -2.15  0.152
C: -2.66 2.14 -2.52  -0.007
C: -2.52 -2.56 -2.03  0.024
H: 1.90 2.85 -2.63  0.156

Properties
- net charge = +2
- ΔE to the lowest compared entry with this formula, charge and spin (kcal per mole) = 0.0
- spin multiplicity = 1

***

2.
# C14H25LuN5S2

C14H25LuN5S2 as an isolated structure (wB97M-V/def2-TZVPD, the Open Molecules 2025 dataset).

Last column: Löwdin charge in e.
Element x y z (Å)
C: -0.21 1.54 -2.55  -0.424
C: -2.58 2.20 0.36  -0.236
H: -4.04 -3.19 -1.17  0.056
C: -0.66 2.59 2.96  -0.288
H: -1.33 3.13 3.64  0.080
H: 2.63 1.63 2.76  0.122
Lu: -0.29 -0.21 0.39  1.595
N: 2.44 -3.14 -0.36  0.167
H: 4.82 -0.03 2.96  0.149
H: 2.21 3.30 -2.06  0.076
H: 3.37 -3.46 -0.08  0.192
H: 1.97 -4.52 -1.97  0.137
H: 1.14 3.37 -0.61  0.043
S: -1.36 0.93 2.57  0.789
H: -3.06 -3.27 -2.75  0.070
H: -2.11 3.16 0.57  0.122
H: -2.17 2.43 -2.38  0.154
C: 1.67 -3.71 -1.38  0.039
H: 0.11 2.18 -3.38  0.114
H: -2.40 -4.72 -0.07  0.070
H: 4.22 -2.10 1.60  0.189
H: -3.50 2.02 2.31  0.117
C: -3.10 -3.46 -1.66  -0.076
H: -1.48 -4.84 -1.68  0.062
N: 1.82 0.02 1.50  -0.051
H: -0.59 0.59 -2.96  0.091
C: 2.78 0.66 2.31  -0.056
N: 0.56 -2.03 -0.40  -0.117
C: -2.23 -4.31 -1.07  -0.091
H: -3.54 2.41 -0.15  0.154
C: 1.89 2.78 -1.15  -0.286
C: 1.79 -2.13 0.21  -0.269
H: -0.49 3.18 2.05  0.043
C: 3.88 -0.15 2.44  0.016
H: -3.38 0.47 1.41  0.092
N: 3.60 -1.29 1.69  0.150
H: 0.30 2.41 3.46  0.040
C: -2.87 1.42 1.64  -0.415
C: -1.29 2.25 -1.74  -0.237
N: -1.73 1.42 -0.58  -0.221
H: -0.94 3.22 -1.37  0.123
H: -2.34 0.71 -0.97  0.121
S: 1.24 1.10 -1.55  0.806
H: -0.37 -3.03 -2.02  0.088
C: 2.36 -1.17 1.15  -0.277
H: 2.77 2.63 -0.50  0.051
C: 0.52 -2.97 -1.43  -0.074

Properties
- net charge = +3
- spin multiplicity = 1

***

3.
# C18H16O8

One molecule with the formula C18H16O8 (wB97M-V/def2-TZVPD, the Open Molecules 2025 dataset).

Last column: Löwdin charge in e.
Element x y z (Å)
H: 4.94 3.77 0.52  0.094
O: 4.04 2.02 0.94  -0.106
H: 5.53 -1.85 -1.25  0.111
C: -2.16 -0.14 -0.01  0.005
C: 4.55 2.91 -0.03  -0.064
C: 1.64 -0.58 0.03  -0.164
C: -0.28 -2.06 0.44  -0.014
C: -4.52 0.43 -0.11  -0.130
C: 2.46 -1.52 -0.59  0.045
C: 2.19 0.59 0.52  0.059
H: 7.51 0.35 0.64  0.095
H: -6.55 2.98 -0.24  0.095
C: -3.19 0.82 -0.25  -0.168
C: -2.51 -1.46 0.32  -0.180
C: -5.52 2.62 -0.23  -0.063
O: -6.12 -1.27 0.33  0.102
H: 3.76 3.24 -0.71  0.100
O: 5.76 0.02 -0.29  -0.110
C: 6.47 0.20 0.92  -0.056
C: 3.82 -1.29 -0.68  -0.235
C: 0.19 -0.83 0.13  -0.065
C: 3.55 0.84 0.42  -0.205
O: -0.41 1.39 -0.43  0.059
O: 4.63 -2.20 -1.27  0.080
C: -4.83 -0.91 0.22  -0.231
H: -5.04 2.92 0.70  0.102
H: -4.09 -2.86 0.69  0.134
O: -2.86 2.07 -0.60  0.072
C: 4.38 -0.12 -0.15  -0.148
H: 0.38 -2.90 0.66  0.148
O: -5.63 1.21 -0.30  -0.087
H: -1.87 2.12 -0.62  0.087
H: 5.36 2.46 -0.62  0.090
H: -4.97 3.02 -1.07  0.091
H: 6.39 -0.70 1.55  0.102
H: -6.66 -0.49 0.15  0.116
H: 1.57 1.34 0.98  0.129
C: -0.76 0.25 -0.13  -0.262
O: -1.56 -2.40 0.55  0.085
H: 6.11 1.06 1.48  0.088
C: -3.83 -1.84 0.43  0.074
H: 2.06 -2.43 -1.02  0.127

Properties
- SMILES = COc1cc(-c2coc3cc(O)c(OC)c(O)c3c2=O)cc(O)c1OC
- ΔE to the lowest compared entry with this formula, charge and spin (kcal per mole) = 43.0
- spin multiplicity = 1

***

4.
# C3H5NO2

One molecule with the formula C3H5NO2 (wB97M-V/def2-TZVPD, the Open Molecules 2025 dataset).

Last column: Löwdin charge in e.
Element x y z (Å)
O: 1.88 -0.37 -0.93  0.041
N: -0.56 -0.66 -0.27  0.011
H: 0.15 -0.42 1.75  0.134
H: 2.46 0.32 0.86  0.125
C: 0.25 -0.01 0.74  -0.177
O: -1.87 1.21 -0.11  0.017
H: -2.31 -0.30 -1.37  0.131
C: -1.64 0.13 -0.62  -0.318
C: 1.65 -0.02 0.21  -0.205
H: 0.09 -0.91 -1.03  0.120
H: -0.11 1.02 0.78  0.120

Properties
- SMILES = O=CCNC=O
- ΔE to the lowest compared entry with this formula, charge and spin (kcal per mole) = 27.6
- spin multiplicity = 1

***

For reference, highest occupied orbital energy by record: -14.40; -17.79; -8.12; -10.40 eV.
For reference, frontier orbital gap by record: 0.2516; 0.2937; 0.3091; 0.4149 hartree.